2 unconnected molecules or ions with the total composition CHF2IO, computed with the ωB97M-V functional and the def2-TZVPD basis.

XYZ file:
```
6
Properties=species:S:1:pos:R:3:forces:R:3:mulliken_charge:R:1
C 0.75851 -0.19066 -0.84089 -0.55 2.81 -0.37 0.406
O 1.13878 -1.19760 -0.47048 1.19 -2.99 1.52 -0.329
F -1.42763 -0.21901 1.20914 -0.20 -0.08 0.47 -0.373
F 0.24145 -0.00033 -2.02185 -0.83 -0.23 -1.84 -0.168
I 0.77644 1.71642 -0.00832 0.35 0.56 0.63 0.081
H -1.48756 -0.10882 2.13239 0.04 -0.06 -0.41 0.384
```
Forces are in eV/Å.

Output
E_HOMO in eV: -10.217
Energy relative to the best compared isomer or geometry (same formula, charge and spin) in kJ/mol: 28.29
Charge: 0
DFT total energy in Ha: -611.36217
HOMO-LUMO gap in eV: 10.47


CHF2NO3 in the gas phase, computed with the ωB97M-V functional and the def2-TZVPD basis.

XYZ file:
```
8
Properties=species:S:1:pos:R:3:forces:R:3:mulliken_charge:R:1
C -0.29087 0.15408 0.27840 -0.90 2.96 1.44 0.739
N 1.07041 0.14996 -0.50212 -1.03 -0.91 0.70 0.837
O 1.87659 -0.53485 0.08739 0.47 0.58 -0.92 -0.492
O 1.10269 0.69012 -1.58375 0.35 -0.38 0.99 -0.491
O -0.99710 -0.85364 -0.12316 1.30 -1.63 -1.39 -0.463
F -0.02385 0.22118 1.65503 -0.40 -0.28 -2.47 -0.243
F -0.92459 1.33501 -0.05612 0.85 -0.83 0.64 -0.254
H -1.81329 -1.16185 0.24434 -0.63 0.48 1.00 0.367
```
Forces are in eV/Å.

Output
E_HOMO in eV: -11.901
Energy relative to the best compared isomer or geometry (same formula, charge and spin) in kJ/mol: 77.23
Charge: 0
DFT total energy in Ha: -518.80658
HOMO-LUMO gap in eV: 11.56


2 unconnected molecules or ions with the total composition CHF2O2S, computed with the ωB97M-V functional and the def2-TZVPD basis.

XYZ file:
```
7
Properties=species:S:1:pos:R:3:forces:R:3:mulliken_charge:R:1
C 0.30036 -0.66419 -0.63755 1.88 2.40 3.58 0.055
O -1.21551 0.36230 1.88739 -0.31 -0.25 0.67 -0.523
O 0.08919 2.03814 0.71716 1.14 0.96 -0.15 -0.531
F -0.08967 -0.80907 -1.88080 -0.49 -0.57 -2.11 -0.231
F 0.55098 -1.99516 -0.11737 -0.11 1.46 -0.71 -0.300
S -0.97600 1.06799 0.64065 -0.24 -2.04 -1.14 0.504
H 1.34064 0.00000 -0.60949 -1.88 -1.96 -0.14 0.025
```
Forces are in eV/Å.

Output
E_HOMO (spin up / spin down) in eV: -2.937 / -2.938
Energy relative to the best compared isomer or geometry (same formula, charge and spin) in kJ/mol: 83.96
Charge: -1
DFT total energy in Ha: -787.09689
HOMO-LUMO gap (spin up / spin down) in eV: 6.93 / 6.93


2 unconnected molecules or ions with the total composition CHF2O2S2, computed with the ωB97M-V functional and the def2-TZVPD basis.

XYZ file:
```
8
Properties=species:S:1:pos:R:3:forces:R:3:mulliken_charge:R:1
C 0.25913 1.75211 0.15968 0.45 1.41 -1.52 0.156
O -0.22061 -2.51389 -1.32376 -0.06 0.27 0.87 -0.546
O 0.68315 -2.56916 1.04827 -1.09 0.82 -1.42 -0.556
F 0.62135 3.07475 0.35355 -0.36 -1.09 0.18 -0.237
F 1.22651 1.23146 -0.65800 -1.48 0.28 0.95 -0.178
S -1.69779 -0.87102 0.64433 0.01 -0.32 -0.09 -0.484
S -0.05358 -1.81022 -0.02824 1.03 -0.92 0.66 0.645
H -0.81816 1.70598 -0.19585 1.50 -0.46 0.37 0.199
```
Forces are in eV/Å.

Output
E_HOMO (spin up / spin down) in eV: -4.466 / -3.648
Energy relative to the best compared isomer or geometry (same formula, charge and spin) in kJ/mol: 0.00
Charge: -1
DFT total energy in Ha: -1185.25355
HOMO-LUMO gap (spin up / spin down) in eV: 7.57 / 6.72


CHF3 in the gas phase, computed with the ωB97M-V functional and the def2-TZVPD basis.

XYZ file:
```
5
Properties=species:S:1:pos:R:3:forces:R:3:mulliken_charge:R:1
C -0.05610 0.01202 0.02748 4.38 -0.18 4.87 0.494
H -0.05576 -0.15561 1.22447 -0.08 1.00 -2.58 0.092
F 0.41451 1.17330 -0.38907 -0.41 1.73 0.27 -0.205
F -1.18453 -0.20502 -0.44087 -3.97 -0.93 -2.03 -0.159
F 0.88188 -0.82469 -0.42202 0.08 -1.63 -0.54 -0.223
```
Forces are in eV/Å.

Output
E_HOMO in eV: -13.266
Energy relative to the best compared isomer or geometry (same formula, charge and spin) in kJ/mol: 52.03
Charge: 0
DFT total energy in Ha: -338.29186
HOMO-LUMO gap in eV: 14.39


A molecular structure, CHF3FeNO5S2, computed with the ωB97M-V functional and the def2-TZVPD basis.

XYZ file:
```
14
Properties=species:S:1:pos:R:3:forces:R:3:mulliken_charge:R:1
N -0.58305 1.27224 0.27906 1.09 -1.42 0.17 -0.268
S -1.95459 0.93165 0.90456 -3.58 0.30 -0.55 0.932
O -3.09763 1.26336 0.09260 2.15 -0.28 1.62 -0.265
O -2.06790 0.33111 2.20904 0.27 0.97 -0.88 -0.304
S 0.60360 0.04930 0.25227 1.81 6.29 -2.19 1.870
O -0.59798 -0.96203 1.00757 0.52 -2.35 -0.18 -0.790
O 1.67149 -0.43957 1.22736 -1.09 -0.89 0.57 -0.746
C 0.62153 -0.81164 -1.45368 0.28 -1.22 -2.49 0.818
F -0.20345 -1.82540 -1.47527 -0.31 -0.07 0.58 -0.178
F 0.27740 0.06032 -2.37816 0.02 0.03 1.14 -0.163
F 1.85027 -1.23300 -1.66667 -0.45 0.43 0.82 -0.151
Fe 0.58298 -1.69196 2.25120 0.44 0.08 0.33 1.356
O 1.67872 1.19704 -0.35687 -1.00 -2.19 1.19 -0.530
H 1.21861 1.85859 -0.89302 -0.15 0.29 -0.12 0.420
```
Forces are in eV/Å.

Output
E_HOMO (spin up / spin down) in eV: -20.641 / -20.540
Charge: +2
<S²>: 8.764
DFT total energy in Ha: -2828.31642
Spin multiplicity: 6
HOMO-LUMO gap (spin up / spin down) in eV: 9.27 / 6.56


A molecular structure, CHF3IrNO5S2, computed with the ωB97M-V functional and the def2-TZVPD basis.

XYZ file:
```
14
Properties=species:S:1:pos:R:3:forces:R:3:mulliken_charge:R:1
N 0.83257 -0.96316 0.54375 -1.74 1.79 0.27 -0.283
S 2.20443 -0.27735 0.03359 3.32 -0.09 -1.13 1.049
O 2.50332 -0.58857 -1.34564 -0.80 0.84 2.98 -0.322
O 3.13644 0.08915 1.06704 -1.29 -1.29 -1.61 -0.358
S -0.47749 -0.01923 0.52005 -1.94 -8.32 1.05 1.089
O 1.27844 1.33349 0.19312 0.14 1.87 -1.03 -0.700
O -0.94986 1.13426 1.36517 -1.51 -1.30 0.42 -0.641
C -1.39693 0.00114 -1.14290 -1.47 0.60 -2.97 0.833
F -0.84890 0.89580 -1.92465 0.41 0.18 0.30 -0.150
F -1.30601 -1.19146 -1.68512 0.48 0.36 1.06 -0.148
F -2.65565 0.30505 -0.92381 0.87 -0.09 0.71 -0.145
Ir 0.42457 2.46143 1.35003 2.35 3.38 0.47 1.806
O -1.48210 -1.14558 1.13702 0.99 2.46 -0.52 -0.460
H -1.26283 -2.03497 0.81235 0.18 -0.38 0.00 0.428
```
Forces are in eV/Å.

Output
E_HOMO (spin up / spin down) in eV: -20.475 / -20.504
Energy relative to the best compared isomer or geometry (same formula, charge and spin) in kJ/mol: 0.00
Charge: +2
<S²>: 6.017
DFT total energy in Ha: -1668.82396
Spin multiplicity: 5
HOMO-LUMO gap (spin up / spin down) in eV: 8.66 / 6.72


A molecular structure, CHF3Mg2NO3S2, computed with the ωB97M-V functional and the def2-TZVPD basis.

XYZ file:
```
13
Properties=species:S:1:pos:R:3:forces:R:3:mulliken_charge:R:1
Mg 1.40538 -1.95843 -1.41972 0.61 0.86 0.59 0.626
N 1.57450 1.12075 -1.43091 -0.73 -1.04 1.50 -0.443
S 0.03491 0.65870 -1.61156 0.21 0.26 0.02 0.532
O -0.12017 -0.79897 -1.09575 -0.61 0.21 -0.41 -0.420
S 2.70653 0.16301 -0.52855 4.74 -2.85 0.27 0.313
O 3.64665 -0.81577 0.58146 -4.13 2.80 -2.23 -0.526
C -0.69361 1.66418 -0.21314 0.42 0.38 0.58 0.776
F -0.31340 2.92528 -0.34146 0.00 -0.10 -0.38 -0.211
F -0.23699 1.21281 0.94526 -0.09 -0.30 0.08 -0.207
F -2.01208 1.61683 -0.23186 -0.47 -0.33 -0.04 -0.213
Mg -1.95389 -3.28410 1.21686 0.35 1.95 0.87 1.096
O -1.70115 -1.61019 2.04325 -0.16 -1.91 -0.85 -0.591
H -2.33669 -0.89410 2.08613 -0.12 0.08 -0.01 0.270
```
Forces are in eV/Å.

Output
E_HOMO (spin up / spin down) in eV: -10.566 / -10.568
Energy relative to the best compared isomer or geometry (same formula, charge and spin) in kJ/mol: 551.28
Charge: +1
DFT total energy in Ha: -1814.84371
HOMO-LUMO gap (spin up / spin down) in eV: 3.02 / 3.02